Entry 1:
{"formula": "C4H9ClO2", "method": "ωB97M-V with the def2-TZVPD basis set", "elements": ["C", "C", "C", "C", "O", "O", "Cl", "H", "H", "H", "H", "H", "H", "H", "H", "H"], "positions_angstrom": [[-1.0388, 0.2898, -1.7930], [2.0391, 0.4317, -0.3734], [-1.0569, 0.8830, 2.7018], [-0.0340, 0.8325, 0.4936], [1.1140, 0.2997, 0.6565], [-1.0997, 0.5698, 1.3157], [0.0959, 2.7150, 0.3737], [-1.8007, -0.1372, -1.1484], [-0.9906, 1.3484, -1.9801], [-0.3115, -0.3290, -2.3619], [3.0360, 0.1130, -0.1552], [2.2029, 1.3902, -0.8643], [1.8085, -0.1387, -1.2680], [-0.2215, 0.4206, 3.2830], [-1.9019, 0.3241, 3.1365], [-1.1689, 1.9585, 2.8989]], "mulliken_charge": [-0.8031, -0.7967, -0.7052, 0.4176, -0.2834, -0.3121, -0.2630, 0.3107, 0.3077, 0.2941, 0.3341, 0.3559, 0.2875, 0.2949, 0.2478, 0.3133], "e_tot_ev": -20906.6800, "e_homo_ev": [-8.4, -8.1], "gap_ev": [8.8, 8.6]}

***

Entry 2:
{"formula": "C6H23NO5", "method": "ωB97M-V with the def2-TZVPD basis set", "elements": ["C", "O", "C", "C", "C", "N", "H", "H", "H", "H", "H", "H", "H", "H", "H", "H", "H", "C", "O", "H", "H", "H", "H", "C", "O", "H", "H", "H", "H", "O", "H", "H", "O", "H", "H"], "positions_angstrom": [[-0.4959, 1.1982, -2.1486], [0.3415, 0.5084, -3.0673], [0.1325, -0.9093, -2.9575], [1.2437, -1.5999, -3.7352], [1.1709, -3.1114, -3.6122], [2.5407, -1.1567, -3.1808], [-1.5163, 1.0456, -2.5214], [-0.2531, 2.2566, -2.2333], [-0.4559, 0.9131, -1.0953], [0.1918, -1.2118, -1.9081], [-0.8762, -1.0912, -3.3471], [1.2013, -1.3737, -4.8033], [2.0979, -3.6017, -3.8946], [0.3452, -3.5670, -4.1655], [0.9311, -3.3773, -2.5724], [2.5032, -0.1421, -3.1545], [2.4955, -1.4185, -2.1962], [-0.9091, 3.6131, 2.0341], [-1.8976, 2.6864, 2.4436], [-1.0906, 4.5279, 2.5992], [0.1178, 3.2694, 2.1982], [-0.9953, 3.8698, 0.9698], [-1.7380, 1.8653, 1.9456], [-2.2369, -0.5201, 5.2701], [-1.7991, -0.1806, 6.5771], [-2.7065, -1.5000, 5.1776], [-2.8088, 0.3161, 4.8791], [-1.3827, -0.6040, 4.5759], [-1.4699, -0.9981, 6.9650], [2.5149, -0.1285, -0.2581], [2.8185, -0.1193, 0.6576], [3.1412, 0.4353, -0.7290], [-0.7019, 0.2496, 1.6683], [-0.0750, -0.1756, 1.0670], [-0.3789, 0.0322, 2.5522]], "mulliken_charge": [-0.4565, -0.3351, -0.5263, 0.3413, -1.5507, -0.7933, 0.3628, 0.2659, -0.0040, 0.1954, 0.4601, 0.3363, 0.3851, 0.3990, 0.3310, 0.3281, 0.2968, -0.5570, -0.4704, 0.2508, 0.2433, 0.2231, 0.3403, -0.3174, -0.5059, 0.2971, 0.2251, 0.0232, 0.2934, -0.5991, 0.2834, 0.3021, -0.6004, 0.2587, 0.2740], "smiles": "COC[C@H](C)N.CO.CO.O.O", "e_tot_ev": -18320.9618, "e_homo_ev": -9.4, "gap_ev": 9.5}

***

Entry 3:
{"formula": "C31H27N2O3PS2Te4V", "method": "ωB97M-V with the def2-TZVPD basis set", "elements": ["V", "Te", "Te", "Te", "Te", "O", "S", "O", "O", "C", "C", "C", "C", "C", "C", "P", "C", "C", "C", "C", "C", "C", "C", "C", "C", "C", "C", "C", "H", "H", "H", "H", "H", "H", "H", "H", "H", "H", "H", "H", "H", "H", "C", "C", "C", "C", "C", "C", "H", "H", "H", "H", "H", "N", "C", "S", "N", "C", "C", "C", "C", "C", "C", "H", "H", "H", "H", "H", "H", "H", "H"], "positions_angstrom": [[0.7390, -0.8608, -0.5728], [-2.4760, 2.4326, 0.1391], [-4.2023, 4.1290, 1.0226], [-1.8153, 1.8093, -2.2540], [-0.8405, 0.5551, -0.4405], [-1.3909, -0.9511, -2.8489], [0.0124, -0.6836, -2.3942], [0.6887, -2.1146, -3.1879], [0.5147, 0.4104, -3.2507], [-0.1694, -3.1588, -3.0002], [-0.1948, -4.1516, -3.9792], [-1.1154, -5.1825, -3.9175], [-2.0427, -5.2410, -2.8869], [-1.9996, -4.2850, -1.8842], [-1.0521, -3.2670, -1.8938], [-1.0572, -1.9623, -0.5960], [-3.0550, -1.7922, -0.5148], [-3.6983, -1.3992, 0.6762], [-4.7395, -0.4785, 0.6749], [-5.2555, 0.0012, -0.5285], [-4.8600, -0.6359, -1.6941], [-3.7766, -1.5096, -1.6833], [-1.0073, -2.9108, 1.0124], [-0.6037, -4.2453, 1.0868], [-0.3049, -4.8342, 2.3074], [-0.4338, -4.1143, 3.4866], [-0.8487, -2.7912, 3.4336], [-1.1087, -2.1925, 2.2092], [0.4985, -4.0656, -4.8068], [-1.1245, -5.9319, -4.7016], [-2.8051, -6.0111, -2.8683], [-2.7235, -4.2933, -1.0768], [-3.3110, -1.7261, 1.6319], [-4.9844, 0.1143, 1.5542], [-5.7498, 0.9711, -0.4843], [-5.3077, -0.3776, -2.6466], [-3.4230, -1.9098, -2.6236], [-0.4708, -4.8194, 0.1794], [0.0416, -5.8615, 2.3331], [-0.1891, -4.5778, 4.4359], [-0.9453, -2.2045, 4.3397], [-1.3663, -1.1386, 2.2141], [2.5890, 2.4390, -1.1489], [2.6164, 2.2711, 0.2507], [2.6559, 1.0048, 0.7815], [2.5021, -0.1222, -0.0530], [2.4512, 0.0469, -1.4465], [2.6138, 1.3482, -1.9798], [2.5969, 3.4355, -1.5734], [2.6133, 3.1281, 0.9116], [2.7586, 0.8772, 1.8528], [2.6087, -0.7923, -2.1094], [2.6999, 1.4650, -3.0486], [1.7858, -1.5242, 1.7802], [2.4892, -1.5107, 0.5050], [1.8249, -2.7494, -0.5901], [4.0218, -1.8004, 0.8189], [5.0060, -1.4916, -0.1276], [5.0459, -2.1115, -1.3797], [6.0036, -1.7681, -2.3188], [6.9742, -0.8208, -2.0208], [6.9650, -0.2188, -0.7722], [5.9871, -0.5342, 0.1558], [2.3007, -1.0258, 2.4980], [1.6706, -2.4836, 2.0868], [4.2195, -1.3356, 1.6971], [4.3285, -2.8766, -1.6375], [5.9841, -2.2512, -3.2881], [7.7283, -0.5626, -2.7545], [7.7135, 0.5250, -0.5240], [5.9781, -0.0462, 1.1248]], "mulliken_charge": [-0.0145, -0.5844, -0.6642, -0.4934, 0.2800, -0.3769, 0.2898, -0.5595, -0.8611, -0.1238, -0.6802, -0.5633, -1.0137, -0.3986, 0.3070, 2.9834, 0.5894, -0.5914, -0.5880, -0.3875, -0.5862, -0.9363, 1.2073, -0.5170, -0.7160, -0.6555, -1.0772, -0.6750, 0.4379, 0.3597, 0.3776, 0.4852, 0.4324, 0.3541, 0.4064, 0.3338, 0.2568, 0.2581, 0.3825, 0.3444, 0.3741, 0.5335, -0.7820, -0.8075, -0.4952, -0.0330, 0.5815, -0.7772, 0.3402, 0.4050, 0.2582, 0.7956, 0.4339, -0.1223, 0.1894, -0.5918, -0.1884, 0.3996, -0.2740, -0.7458, -0.4689, -0.6950, -0.1391, 0.3013, 0.1804, 0.4743, 0.4602, 0.3838, 0.3649, 0.3403, 0.2818], "spin_multiplicity": 2, "e_tot_ev": -127518.1182, "e_homo_ev": [-0.6, -0.5], "gap_ev": [4.6, 4.6], "total_charge": -2}

***

Entry 4:
{"formula": "C29H55BF3IN3O15P2S", "method": "ωB97M-V with the def2-TZVPD basis set", "elements": ["C", "C", "C", "C", "B", "O", "O", "C", "F", "N", "C", "C", "C", "C", "C", "C", "C", "C", "N", "O", "C", "F", "C", "C", "C", "C", "C", "I", "C", "C", "S", "O", "O", "F", "N", "O", "P", "P", "O", "O", "O", "H", "H", "H", "H", "H", "H", "H", "H", "H", "H", "H", "H", "H", "H", "H", "H", "H", "H", "H", "H", "H", "H", "H", "H", "H", "H", "H", "H", "H", "H", "H", "H", "H", "H", "H", "H", "H", "H", "H", "C", "C", "O", "C", "O", "O", "C", "H", "H", "H", "H", "H", "H", "H", "H", "C", "C", "O", "C", "O", "O", "C", "H", "H", "H", "H", "H", "H", "H", "H"], "positions_angstrom": [[-5.1515, -1.3105, -0.7362], [-3.9444, -1.3670, -0.6356], [-2.4797, -1.2298, -0.5077], [-1.8450, -1.1923, 0.9081], [-2.8480, -0.1785, 1.6982], [-2.5337, 1.0846, 2.1390], [-4.1320, -0.5993, 2.0734], [-0.4249, -0.5116, 0.5936], [-0.6262, 0.8505, 0.4049], [0.1138, -0.8875, -0.6855], [0.2835, 0.0726, -1.7513], [0.8111, -0.7114, -2.9836], [2.2667, -1.1864, -2.8517], [3.2881, -0.0440, -2.6329], [0.6047, -0.5677, 1.7632], [0.2030, 0.3149, 2.9668], [1.2639, 0.5148, 4.0610], [0.6754, 1.3501, 5.2121], [-0.1826, 0.6533, 6.1229], [0.9553, 2.5068, 5.3449], [2.0446, -0.2120, 1.3774], [2.5914, -1.0988, 0.4280], [2.4683, 1.1786, 0.8939], [1.8569, 2.4798, 1.4108], [0.6817, -2.0458, 2.3307], [-0.3676, -3.0761, 1.8979], [-0.2572, -4.2164, 2.9721], [-0.7908, -3.8822, 5.0551], [1.2257, -4.7249, 3.1515], [1.2086, -6.1936, 3.6540], [0.1775, -3.9805, 0.3591], [1.5417, -3.7309, 0.1358], [-0.6429, -3.7013, -0.7703], [0.0536, -5.5188, 0.6377], [-1.7675, -2.4677, 1.7118], [-2.0277, -1.9990, 3.0265], [-2.8279, -3.9278, 1.2242], [-4.7552, -3.9673, 2.2489], [-5.2312, -5.2772, 1.8167], [-5.8293, -2.8696, 1.8350], [-4.5447, -4.0404, 3.8293], [-6.1879, -1.5365, -0.7320], [-2.0558, -1.9421, -1.2144], [-2.2859, -0.2406, -0.9311], [-3.0262, 1.7823, 1.6897], [-4.7379, -0.0307, 1.5791], [0.7873, -1.6346, -0.7013], [0.9959, 0.8885, -1.6009], [-0.6358, 0.5363, -2.1191], [0.1296, -1.5426, -3.1889], [0.7463, -0.0464, -3.8503], [2.3316, -1.9864, -2.1086], [2.5183, -1.6597, -3.8045], [2.8168, 0.9338, -2.7416], [4.0678, -0.1313, -3.3880], [3.7446, -0.1561, -1.6512], [-0.6673, -0.0866, 3.4917], [-0.1304, 1.3023, 2.6592], [2.2079, 0.9424, 3.7391], [1.5169, -0.4571, 4.5170], [-0.0322, -0.3472, 6.0603], [-1.1366, 0.8566, 5.8366], [2.6785, -0.4747, 2.2292], [2.4357, 1.1877, -0.1966], [3.5420, 1.2467, 1.0953], [2.3327, 3.3112, 0.8870], [0.7834, 2.6096, 1.2863], [2.0739, 2.6600, 2.4660], [0.6152, -1.9739, 3.4174], [1.6933, -2.4105, 2.1750], [-0.8058, -5.1205, 2.7378], [1.7581, -4.1383, 3.8981], [1.8342, -4.7245, 2.2477], [2.1950, -6.5905, 3.4035], [1.1263, -6.2687, 4.7344], [0.4763, -6.7851, 3.1058], [-2.7157, -2.5309, 3.4744], [-3.2634, -3.7859, -0.1178], [-6.2458, -2.5346, 2.6459], [-4.7660, -4.9429, 4.1050], [7.3923, 2.5022, -8.0700], [6.0575, 2.3000, -7.3846], [6.2129, 2.1100, -5.9699], [6.4456, 3.2173, -5.2674], [6.5197, 4.3344, -5.7039], [6.6005, 2.8700, -3.9870], [6.9515, 3.9577, -3.1295], [8.0713, 1.6823, -7.8312], [7.2626, 2.5516, -9.1510], [7.8691, 3.4241, -7.7392], [5.5868, 1.3923, -7.7590], [5.3747, 3.1263, -7.5832], [6.2485, 4.7820, -3.2305], [7.9643, 4.2938, -3.3467], [6.9148, 3.5849, -2.1092], [-4.7096, 6.1818, 0.2565], [-6.0496, 5.4913, 0.1112], [-6.2219, 4.9436, -1.2057], [-5.5791, 3.8109, -1.4500], [-4.8860, 3.1982, -0.6709], [-5.8181, 3.4612, -2.7141], [-5.1046, 2.3001, -3.1323], [-4.5795, 6.9293, -0.5268], [-4.6357, 6.6702, 1.2280], [-3.8876, 5.4721, 0.1656], [-6.8510, 6.2157, 0.2414], [-6.1873, 4.7157, 0.8649], [-5.2739, 1.4683, -2.4503], [-4.0397, 2.5214, -3.2027], [-5.4688, 2.0228, -4.1175]], "mulliken_charge": [-0.6949, -0.8314, -0.6893, 0.4923, 0.8430, -0.6917, -0.3658, 0.5924, -0.6113, 1.3094, -0.2288, -1.3906, -0.0294, -1.1007, 2.5074, -2.0996, -0.3099, -0.2526, -0.5926, -0.4838, -0.7804, -0.3894, -0.7539, -1.4340, -2.2610, 1.6087, -2.3750, 0.0993, -0.6366, -1.3967, 1.4966, -0.6053, -0.6381, -0.2740, 0.6660, -0.6021, -0.0031, 1.0656, -0.7108, -0.4188, -0.5100, 0.4959, 0.2607, 0.3953, 0.2362, 0.1299, -0.3191, 0.2952, 0.1459, 0.3208, 0.5172, 0.0044, 0.5575, 0.3001, 0.4058, 0.1370, 0.4493, 0.7855, 0.5784, 0.3577, 0.2920, 0.3098, 1.0470, -0.2083, 0.5023, 0.5347, 0.1266, 0.3718, 0.1634, 0.8618, 1.1690, 0.5505, 0.4806, 0.4175, 0.3690, 0.3330, 0.2881, 0.1727, 0.3185, 0.3402, -1.1065, -0.1982, -0.3367, 0.7626, -0.5490, -0.3134, -0.6613, 0.2950, 0.3589, 0.3150, 0.2913, 0.3160, 0.3084, 0.3007, 0.2171, -1.0594, -0.1569, -0.3722, 0.7146, -0.4843, -0.3352, -0.4976, 0.3100, 0.3639, 0.2556, 0.3026, 0.2652, 0.1416, 0.2695, 0.2694], "e_tot_ev": -112481.9777, "e_homo_ev": -11.6, "gap_ev": 8.2, "total_charge": 1}